(1)
Molecular formula: C2H3O2S2
Method: DFT, wB97M-V/def2-TZVPD

The geometry in XYZ format:
```
9
C2H3O2S2 (wB97M-V/def2-TZVPD)
C -0.127 -0.994 0.051
C -1.150 0.009 -0.165
O 1.921 1.190 -1.088
O 1.825 1.095 1.342
S -0.140 -2.651 0.249
S 1.867 0.265 0.121
H -2.147 -0.321 -0.516
H -1.384 0.691 0.810
H -0.665 0.715 -0.803
```

Output
E_LUMO (hartree): 0.12664
HOMO level (eV): -3.016
Total charge: -1
Energy relative to the best compared isomer or geometry (same formula, charge and spin) (eV): 2.4281
HOMO-LUMO gap (eV): 6.46

Atomic partial charges in e from the natural (NBO) method, atoms 1 to 4: atom 1 (C): -0.225, atom 2 (C): -0.768, atom 3 (O): -1.009, atom 4 (O): -0.999

***

(2)
Molecular formula: C9H36N18O9
Method: DFT, wB97M-V/def2-TZVPD

The geometry in XYZ format:
```
72
C9H36N18O9 (wB97M-V/def2-TZVPD)
C -49.673 7.286 9.297
O -49.015 6.764 8.416
N -50.414 6.677 10.115
N -49.465 8.585 9.685
H -50.588 5.699 9.933
H -50.911 7.013 10.927
H -50.011 9.043 10.401
H -48.569 8.945 9.388
C -52.046 0.423 13.649
O -53.002 0.246 14.367
N -52.250 0.404 12.386
N -50.783 0.696 13.939
H -53.175 0.393 11.982
H -51.404 0.521 11.847
H -50.589 0.697 14.930
H -50.203 0.460 13.147
C -52.804 9.002 6.311
O -53.337 8.328 5.454
N -53.112 10.238 6.587
N -52.201 8.494 7.299
H -53.711 10.719 5.930
H -52.812 10.683 7.442
H -51.557 9.129 7.749
H -52.178 7.492 7.170
C -47.336 2.857 13.319
O -47.134 2.650 14.479
N -46.529 3.428 12.453
N -48.517 2.682 12.847
H -47.043 3.854 11.695
H -45.737 3.899 12.867
H -49.172 2.353 13.543
H -48.772 2.823 11.880
C -55.630 7.157 9.513
O -55.865 8.255 9.876
N -56.620 6.305 9.357
N -54.528 6.732 9.076
H -57.505 6.694 9.647
H -56.392 5.346 9.136
H -53.739 7.359 9.023
H -54.429 5.737 8.927
C -48.109 3.436 9.235
O -48.764 3.889 10.152
N -48.009 4.069 8.105
N -47.622 2.238 9.187
H -48.310 5.031 8.176
H -47.390 3.663 7.419
H -47.649 1.604 9.972
H -47.340 1.992 8.249
C -51.746 5.735 4.338
O -51.754 5.749 5.553
N -51.768 4.627 3.560
N -51.717 6.864 3.652
H -51.647 4.699 2.560
H -51.681 3.765 4.079
H -51.944 6.886 2.668
H -52.065 7.622 4.221
C -56.212 5.950 5.905
O -57.269 5.457 5.916
N -56.062 7.197 5.637
N -55.141 5.293 6.220
H -55.122 7.473 5.392
H -56.694 7.795 5.123
H -55.243 4.300 6.379
H -54.273 5.554 5.774
C -52.058 3.772 8.591
O -53.214 4.175 8.565
N -51.456 3.177 9.616
N -51.195 4.139 7.677
H -52.058 2.971 10.400
H -50.458 3.266 9.743
H -50.252 3.829 7.861
H -51.489 4.877 7.053
```

Output
E_LUMO (alpha / beta) (hartree): 0.07338 / 0.07043
HOMO level (alpha / beta) (eV): -0.013 / -7.000
Total charge: -1
<S²>: 0.7504
Spin multiplicity: 2
Energy relative to the best compared isomer or geometry (same formula, charge and spin) (eV): 0.0980
HOMO-LUMO gap (alpha / beta) (eV): 2.01 / 8.92

Atomic partial charges in e from the Löwdin method, atoms 1 to 4: atom 1 (C): -0.770, atom 2 (O): 0.016, atom 3 (N): 0.207, atom 4 (N): 0.131

***

(3)
Molecular formula: C39H66O39
Method: DFT, wB97M-V/def2-TZVPD

The geometry in XYZ format:
```
144
C39H66O39 (wB97M-V/def2-TZVPD)
C -7.103 -1.148 1.958
C -5.846 -2.019 1.855
O -5.618 -2.082 0.432
C -6.642 -1.506 -0.225
O -6.694 -1.327 -1.390
O -7.628 -1.150 0.629
H -6.763 -0.125 2.138
H -7.807 -1.466 2.718
H -5.925 -3.024 2.260
H -5.003 -1.472 2.272
C -1.435 -3.142 3.064
C -2.409 -4.241 2.611
O -1.712 -5.448 2.923
C -0.389 -5.176 3.069
O 0.447 -5.990 3.255
O -0.186 -3.831 3.072
H -1.672 -2.650 4.002
H -1.399 -2.410 2.253
H -2.650 -4.192 1.547
H -3.352 -4.261 3.157
C 3.007 2.105 -5.427
C 2.826 3.436 -6.205
O 1.809 3.120 -7.141
C 1.190 1.978 -6.778
O 0.264 1.503 -7.324
O 1.796 1.424 -5.694
H 3.078 2.280 -4.355
H 3.941 1.626 -5.731
H 3.750 3.677 -6.726
H 2.580 4.263 -5.540
C 2.780 -1.446 1.776
C 2.908 -2.562 2.817
O 3.683 -1.984 3.844
C 4.204 -0.799 3.448
O 4.941 -0.119 4.077
O 3.896 -0.610 2.132
H 1.823 -0.928 1.747
H 3.023 -1.822 0.784
H 3.244 -3.502 2.380
H 1.931 -2.813 3.233
C 0.640 -4.589 -0.073
C 1.109 -5.043 -1.434
O 2.257 -5.836 -1.176
C 2.673 -5.572 0.087
O 3.665 -5.992 0.564
O 1.834 -4.713 0.719
H -0.142 -5.229 0.349
H 0.292 -3.560 -0.070
H 1.329 -4.209 -2.101
H 0.311 -5.628 -1.894
C 3.702 3.768 1.703
C 3.551 2.798 2.887
O 3.074 3.635 3.928
C 2.660 4.812 3.414
O 2.266 5.729 4.051
O 2.828 4.820 2.077
H 3.445 3.358 0.730
H 4.738 4.110 1.632
H 4.454 2.256 3.145
H 2.812 2.036 2.613
C -3.791 3.118 3.205
O -3.765 3.078 1.803
C -4.353 2.063 1.172
O -4.460 0.953 1.625
O -4.434 2.428 -0.090
C -5.152 1.588 -0.993
H -3.280 4.024 3.531
H -3.292 2.293 3.710
H -4.804 3.233 3.596
H -5.533 2.190 -1.810
H -6.024 1.181 -0.481
H -4.502 0.787 -1.329
C -2.432 -0.909 -0.555
O -1.408 0.009 -0.866
C -0.126 -0.312 -0.753
O 0.339 -1.388 -0.498
O 0.547 0.797 -1.011
C 1.927 0.954 -0.815
H -3.033 -1.197 -1.414
H -3.095 -0.485 0.203
H -2.021 -1.799 -0.064
H 2.124 1.425 0.154
H 2.323 1.642 -1.557
H 2.503 0.028 -0.859
C -6.663 -6.716 -2.980
O -5.375 -6.602 -2.326
C -4.495 -5.787 -2.898
O -4.587 -5.264 -3.971
O -3.440 -5.672 -2.081
C -2.635 -4.540 -2.316
H -7.115 -7.592 -2.522
H -6.515 -6.855 -4.046
H -7.278 -5.855 -2.729
H -1.974 -4.328 -1.473
H -3.208 -3.608 -2.381
H -2.033 -4.646 -3.219
C -1.814 2.672 -2.951
O -1.860 3.307 -1.664
C -0.750 3.905 -1.263
O 0.300 3.876 -1.858
O -1.016 4.572 -0.154
C 0.072 5.172 0.564
H -2.028 3.382 -3.741
H -2.561 1.880 -2.953
H -0.869 2.136 -2.978
H 1.043 4.935 0.149
H 0.038 4.825 1.599
H -0.138 6.238 0.614
C 3.681 4.826 -1.783
O 3.080 6.060 -1.384
C 3.526 6.630 -0.263
O 4.584 6.427 0.261
O 2.671 7.590 0.068
C 3.071 8.427 1.153
H 3.006 4.022 -1.498
H 4.643 4.678 -1.285
H 3.895 4.922 -2.843
H 4.137 8.618 1.121
H 2.753 8.027 2.115
H 2.507 9.349 1.008
C 1.549 -0.521 6.079
O 1.424 0.319 4.949
C 0.241 0.395 4.361
O -0.747 -0.165 4.707
O 0.377 1.192 3.302
C -0.748 1.321 2.450
H 0.884 -0.188 6.885
H 2.563 -0.618 6.436
H 1.104 -1.497 5.854
H -1.279 0.397 2.231
H -0.409 1.805 1.536
H -1.466 2.010 2.895
C 5.556 -3.153 -1.138
O 5.418 -2.234 -2.225
C 4.213 -2.082 -2.735
O 3.183 -2.374 -2.182
O 4.339 -1.629 -3.982
C 3.153 -1.658 -4.801
H 4.698 -3.107 -0.464
H 6.480 -2.943 -0.621
H 5.542 -4.176 -1.526
H 2.483 -0.833 -4.554
H 2.656 -2.616 -4.702
H 3.489 -1.475 -5.819
```

Output
E_LUMO (hartree): 0.00504
HOMO level (eV): -10.953
Total charge: 0
Energy relative to the best compared isomer or geometry (same formula, charge and spin) (eV): 0.6001
HOMO-LUMO gap (eV): 11.09

Atomic partial charges in e from the Löwdin method, atoms 1 to 4: atom 1 (C): -0.102, atom 2 (C): -0.102, atom 3 (O): 0.045, atom 4 (C): -0.604

***

(4)
Molecular formula: C3H9I2N2O2PS
Method: DFT, wB97M-V/def2-TZVPD

The geometry in XYZ format:
```
20
C3H9I2N2O2PS (wB97M-V/def2-TZVPD)
C 3.397 -1.609 -1.725
C -3.442 0.769 1.911
C 2.363 -0.609 -1.384
N -2.753 0.740 0.644
N 2.040 -0.394 -0.180
O -0.827 -0.234 -0.625
O 0.233 0.640 1.507
P 1.104 0.885 0.330
S -1.543 -0.450 0.619
I -3.085 -2.264 -0.009
I -2.187 2.538 -0.103
H 3.741 -2.126 -0.834
H 3.011 -2.323 -2.454
H 4.235 -1.092 -2.196
H -3.551 -0.261 2.260
H -2.915 1.342 2.681
H -4.440 1.194 1.767
H 1.926 -0.059 -2.222
H 0.574 1.579 -0.734
H 2.119 1.735 0.747
```

Output
E_LUMO (hartree): -0.02132
HOMO level (eV): -8.449
Total charge: 0
Energy relative to the best compared isomer or geometry (same formula, charge and spin) (eV): 0.0000
HOMO-LUMO gap (eV): 7.87

Atomic partial charges in e from the natural (NBO) method, atoms 1 to 4: atom 1 (C): -0.678, atom 2 (C): -0.454, atom 3 (C): 0.229, atom 4 (N): -0.836

***

(5)
Molecular formula: C9H11Br3F6O4
Method: DFT, wB97M-V/def2-TZVPD

The geometry in XYZ format:
```
33
C9H11Br3F6O4 (wB97M-V/def2-TZVPD)
C -0.048 1.398 -0.831
C -0.027 2.529 0.184
O -0.534 2.076 1.445
C -1.693 2.619 1.822
O -2.371 3.369 1.197
C -2.183 2.150 3.205
F -3.447 1.725 3.162
F -1.448 1.100 3.633
F -2.069 3.140 4.087
H 0.219 1.875 -1.785
H -0.985 0.897 -1.056
H 0.802 0.750 -0.624
H -0.643 3.350 -0.185
H 0.993 2.890 0.296
C -0.903 -2.524 -1.525
C -0.514 -2.960 -0.135
O 0.355 -2.037 0.507
C 1.143 -2.457 1.498
O 1.156 -3.606 1.851
C 1.814 -1.342 2.324
F 1.106 -0.207 2.247
F 1.840 -1.731 3.592
F 3.050 -1.069 1.910
H -1.768 -3.085 -1.886
H -0.067 -2.708 -2.196
H -1.313 -1.514 -1.539
H -0.102 -3.967 -0.145
H -1.446 -3.070 0.427
C 1.676 0.531 -4.297
Br 2.054 -0.024 -6.149
Br 2.881 1.987 -3.771
Br 1.819 -0.962 -3.052
H 0.655 0.875 -4.211
```

Output
E_LUMO (hartree): -0.01783
HOMO level (eV): -10.647
Total charge: 0
Energy relative to the best compared isomer or geometry (same formula, charge and spin) (eV): 0.1499
HOMO-LUMO gap (eV): 10.16

Atomic partial charges in e from the natural (NBO) method, atoms 1 to 4: atom 1 (C): -0.634, atom 2 (C): -0.090, atom 3 (O): -0.472, atom 4 (C): 0.695

***

(6)
Molecular formula: C38H82CrNO26
Method: DFT, wB97M-V/def2-TZVPD

The geometry in XYZ format:
```
148
C38H82CrNO26 (wB97M-V/def2-TZVPD)
Cr 0.850 -2.432 3.548
N -2.595 -2.195 2.945
H -2.205 -1.897 2.063
H -2.791 -3.185 2.982
H -3.464 -1.692 3.057
H -1.926 -1.962 3.666
C -1.996 -5.891 3.664
C -0.505 -5.710 3.185
C -0.591 -6.067 1.631
O 0.156 -4.486 3.358
H -2.212 -6.924 3.940
H -2.721 -5.443 2.984
H -2.168 -5.374 4.608
H 0.154 -6.359 3.762
H -1.117 -5.259 1.122
H -0.891 -7.112 1.547
H 0.404 -6.210 1.209
C -1.463 -2.007 -0.359
C -0.127 -1.475 0.161
C 0.052 -0.062 -0.356
O -0.072 -1.629 1.590
H -2.375 -1.500 -0.046
H -1.669 -3.057 -0.151
H -1.363 -1.838 -1.431
H 0.629 -2.102 -0.311
H 1.036 0.266 -0.020
H -0.732 0.621 -0.030
H 0.137 -0.151 -1.439
C 3.895 2.536 6.549
C 3.742 2.286 5.051
O 3.346 0.926 4.811
C 2.296 0.529 4.094
O 2.047 -0.607 3.703
O 1.430 1.608 3.852
C 0.236 1.317 3.266
H 2.982 2.899 7.022
H 4.661 3.312 6.542
H 4.389 1.677 7.002
H 4.742 2.273 4.616
H 3.012 2.904 4.529
H 0.291 0.771 2.324
H -0.208 2.272 2.986
H -0.495 0.772 3.864
C -1.657 -1.517 -4.395
C -3.178 -1.428 -4.254
O -3.457 -0.282 -3.494
C -4.682 0.271 -3.618
O -5.641 -0.074 -4.357
O -4.602 1.221 -2.807
C -5.563 2.228 -2.767
H -1.238 -0.521 -4.543
H -1.462 -2.000 -5.353
H -1.154 -1.968 -3.540
H -3.427 -2.413 -3.858
H -3.693 -1.309 -5.207
H -5.625 2.810 -3.687
H -5.412 2.854 -1.887
H -6.512 1.720 -2.597
C -2.841 2.362 1.650
C -3.766 2.867 0.540
O -3.758 4.287 0.420
C -2.746 4.886 -0.294
O -2.165 4.337 -1.219
O -2.668 6.117 0.116
C -1.790 7.063 -0.579
H -1.816 2.722 1.560
H -2.652 1.304 1.466
H -3.146 2.609 2.666
H -4.760 2.471 0.748
H -3.547 2.463 -0.448
H -0.749 6.758 -0.478
H -1.874 8.097 -0.246
H -2.048 6.917 -1.628
C -6.319 0.387 5.393
C -6.059 1.382 4.316
O -6.477 0.893 3.043
C -5.755 0.090 2.318
O -4.570 -0.279 2.581
O -6.423 -0.054 1.198
C -5.771 -0.531 0.065
H -5.978 0.651 6.394
H -5.685 -0.495 5.307
H -7.375 0.117 5.392
H -5.012 1.641 4.161
H -6.555 2.342 4.456
H -5.165 0.301 -0.294
H -6.532 -0.787 -0.671
H -5.139 -1.397 0.263
C 5.714 7.287 -0.082
C 4.201 7.233 0.101
O 3.718 6.033 -0.299
C 2.382 5.810 -0.076
O 1.616 6.602 0.409
O 2.065 4.598 -0.391
C 0.738 4.185 -0.438
H 6.165 6.718 0.732
H 6.234 8.238 0.033
H 6.162 6.758 -0.923
H 3.790 8.139 -0.345
H 3.895 7.390 1.135
H 0.069 4.470 0.373
H 0.748 3.103 -0.571
H 0.232 4.560 -1.328
C 0.312 -4.318 -2.430
C 1.395 -5.304 -2.996
O 1.417 -6.326 -2.010
C 2.437 -7.247 -1.905
O 3.367 -7.291 -2.673
O 2.243 -7.990 -0.714
C 3.224 -8.979 -0.281
H -0.722 -4.634 -2.568
H 0.400 -3.273 -2.728
H 0.350 -4.195 -1.347
H 2.336 -4.755 -3.039
H 1.212 -5.673 -4.005
H 3.700 -8.546 0.598
H 3.997 -9.337 -0.961
H 2.709 -9.849 0.127
C 2.861 -3.616 -8.941
C 1.632 -2.961 -8.338
O 2.038 -2.168 -7.230
C 1.545 -2.303 -6.026
O 0.953 -3.293 -5.589
O 1.972 -1.218 -5.240
C 1.722 -1.182 -3.854
H 3.488 -4.224 -8.289
H 3.539 -2.921 -9.439
H 2.602 -4.188 -9.832
H 1.091 -3.846 -8.003
H 1.066 -2.435 -9.106
H 0.689 -0.896 -3.655
H 2.372 -0.407 -3.447
H 1.890 -2.141 -3.364
C 4.198 0.617 -0.396
C 3.830 1.704 0.612
O 5.017 2.223 1.108
C 5.040 3.289 2.006
O 4.006 3.824 2.474
O 6.338 3.697 2.310
C 6.476 4.941 2.967
H 5.250 0.330 -0.363
H 4.155 0.907 -1.446
H 3.607 -0.266 -0.152
H 3.112 1.347 1.351
H 3.458 2.498 -0.035
H 7.367 5.507 2.697
H 6.607 4.710 4.024
H 5.616 5.605 2.879
```

Output
E_LUMO (alpha / beta) (hartree): -0.14238 / -0.14237
HOMO level (alpha / beta) (eV): -10.888 / -10.943
Total charge: +1
<S²>: 6.0352
Spin multiplicity: 5
HOMO-LUMO gap (alpha / beta) (eV): 7.01 / 7.07

Atomic partial charges in e from the Löwdin method, atoms 1 to 4: atom 1 (Cr): 1.077, atom 2 (N): 0.341, atom 3 (H): 0.078, atom 4 (H): 0.123